Entry 1:
This record from OMol25 describes a structure of composition CH2F2N in a non-equilibrium geometry. The level of theory is ωB97M-V/def2-TZVPD.

Cartesian coordinates (Å):
C1 -0.308 -0.133 0.615
N1 0.369 -0.049 -0.394
F1 1.544 -0.387 -0.763
F2 -0.174 0.894 -1.710
H1 -1.279 0.277 0.752
H2 -0.152 -0.603 1.500

Output
- frontier orbital gap (eV) = 11.4
- LUMO (eV) = -9.0475
- net charge = +1
- HOMO energy (eV) = -20.47
- largest force on an atom (eV Å⁻¹) = 7.16

---

Entry 2:
This record from OMol25 describes a cluster of 2 separate species, CH2F2N2 in total in a non-equilibrium geometry. The level of theory is ωB97M-V/def2-TZVPD.

Cartesian coordinates (Å):
C1 -2.148 0.098 -2.069
N1 0.106 0.442 0.306
N2 -1.984 -1.047 -2.000
F1 -2.340 1.361 -2.174
F2 -0.440 1.488 -0.499
H1 1.135 0.439 0.360
H2 -0.291 -0.417 -0.217

Output
- frontier orbital gap (eV) = 11.0
- LUMO (eV) = 0.5587
- SMILES = N#CF.NF
- HOMO energy (eV) = -10.45
- largest force on an atom (eV Å⁻¹) = 2.87

---

Entry 3:
This record from OMol25 describes a cluster of 2 separate species, CH2F2NO2S in total in a non-equilibrium geometry. The level of theory is ωB97M-V/def2-TZVPD.

Cartesian coordinates (Å):
C1 -1.440 -0.275 0.512
N1 1.013 -0.866 -0.297
O1 2.338 0.350 -2.116
O2 2.420 1.220 0.231
F1 -2.621 -1.044 0.291
F2 -1.619 0.502 1.683
S1 1.648 0.389 -0.737
H1 -1.269 0.384 -0.448
H2 -0.471 -0.661 0.881

Output
- frontier orbital gap (eV) = 7.9
- LUMO (eV) = 3.3175
- net charge = -1
- HOMO energy (eV) = -4.58
- largest force on an atom (eV Å⁻¹) = 5.57

---

Entry 4:
This record from OMol25 describes a cluster of 2 separate species, CH2F2O2 in total in a non-equilibrium geometry. The level of theory is ωB97M-V/def2-TZVPD.

Cartesian coordinates (Å):
C1 -0.989 -0.246 -0.834
O1 -1.813 -0.462 -0.052
O2 1.276 -0.070 1.005
F1 -0.207 -1.068 -1.451
F2 -0.637 0.998 -1.160
H1 1.939 0.633 1.195
H2 0.432 0.217 1.298

Output
- frontier orbital gap (eV) = 12.6
- LUMO (eV) = 0.6022
- SMILES = O=C(F)F.O
- HOMO energy (eV) = -11.95
- largest force on an atom (eV Å⁻¹) = 2.14

---

Entry 5:
This record from OMol25 describes a cluster of 2 separate species, CH2F2O2P in total in a non-equilibrium geometry. The level of theory is ωB97M-V/def2-TZVPD.

Cartesian coordinates (Å):
C1 0.188 0.446 0.356
O1 -1.808 -1.618 0.192
O2 -1.522 -0.082 -1.839
F1 0.118 0.363 1.713
F2 3.028 -0.272 -0.142
P1 -1.343 -0.354 -0.402
H1 0.170 1.508 0.087
H2 1.169 0.008 0.035

Output
- frontier orbital gap (eV) = 6.7
- LUMO (eV) = 2.1859
- net charge = -1
- HOMO energy (eV) = -4.56
- largest force on an atom (eV Å⁻¹) = 3.20

---

Entry 6:
This record from OMol25 describes a cluster of 2 separate species, CH2F3NOS in total in a non-equilibrium geometry. The level of theory is ωB97M-V/def2-TZVPD.

Cartesian coordinates (Å):
C1 -0.882 0.375 0.721
N1 1.293 -1.234 -0.994
O1 -0.576 0.159 -1.961
F1 -1.603 -0.732 1.171
F2 -1.796 1.207 0.313
F3 1.658 1.421 0.457
S1 0.177 -0.228 -0.819
H1 -0.003 0.732 1.322
H2 1.733 -1.699 -0.211

Output
- frontier orbital gap (spin up / spin down) (eV) = 8.6 / 8.6
- LUMO (spin up / spin down) (eV) = -2.1050 / -2.1050
- HOMO energy (spin up / spin down) (eV) = -10.71 / -10.71
- largest force on an atom (eV Å⁻¹) = 2.46

---

Entry 7:
This record from OMol25 describes a cluster of 2 separate species, CH2F3NS in total in a non-equilibrium geometry. The level of theory is ωB97M-V/def2-TZVPD.

Cartesian coordinates (Å):
C1 -0.598 -0.026 0.398
N1 0.334 -0.906 -0.106
F1 1.533 -0.934 0.623
F2 -0.587 -0.481 -2.494
F3 0.733 1.738 1.127
S1 0.169 0.298 -1.202
H1 -1.646 -0.302 0.497
H2 0.062 0.612 1.158

Output
- frontier orbital gap (eV) = 8.3
- LUMO (eV) = -1.5714
- HOMO energy (eV) = -9.87
- largest force on an atom (eV Å⁻¹) = 3.49

---

Entry 8:
This record from OMol25 describes an isolated molecule of CH2F3NS in a non-equilibrium geometry. The level of theory is ωB97M-V/def2-TZVPD.

Cartesian coordinates (Å):
C1 -0.639 -0.394 0.615
N1 -0.023 0.613 -0.774
F1 0.397 -0.655 1.345
F2 -1.624 0.177 1.258
F3 -1.098 -1.531 0.085
S1 1.658 0.682 -0.721
H1 -0.483 1.449 -0.347
H2 1.813 -0.341 -1.460

Output
- frontier orbital gap (eV) = 9.8
- LUMO (eV) = 0.6786
- SMILES = FC(F)(F)NS
- HOMO energy (eV) = -9.14
- largest force on an atom (eV Å⁻¹) = 5.39

---

Entry 9:
This record from OMol25 describes a cluster of 2 separate species, CH2F3OPS in total in a non-equilibrium geometry. The level of theory is ωB97M-V/def2-TZVPD.

Cartesian coordinates (Å):
C1 -0.493 -1.645 -0.415
O1 -0.368 2.226 -1.791
F1 -1.464 -2.034 0.405
F2 0.676 -1.550 0.233
F3 -0.304 -2.475 -1.435
P1 -0.078 1.468 1.079
S1 0.490 1.419 -0.980
H1 0.933 2.352 1.647
H2 0.609 0.240 1.258

Output
- frontier orbital gap (spin up / spin down) (eV) = 7.8 / 8.4
- LUMO (spin up / spin down) (eV) = -1.2179 / -1.2337
- HOMO energy (spin up / spin down) (eV) = -9.01 / -9.59
- largest force on an atom (eV Å⁻¹) = 3.73

---

Entry 10:
This record from OMol25 describes a cluster of 2 separate species, CH2FI in total in a non-equilibrium geometry. The level of theory is ωB97M-V/def2-TZVPD.

Cartesian coordinates (Å):
C1 0.320 0.997 0.001
F1 1.055 0.139 -0.739
I1 -1.594 -3.891 0.293
H1 0.825 1.998 -0.120
H2 -0.606 0.756 0.565

Output
- frontier orbital gap (spin up / spin down) (eV) = 10.9 / 5.1
- LUMO (spin up / spin down) (eV) = 0.5415 / -3.3504
- HOMO energy (spin up / spin down) (eV) = -10.36 / -8.46
- largest force on an atom (eV Å⁻¹) = 2.24

---

Entry 11:
This record from OMol25 describes a cluster of 2 separate species, CH2FN5 in total in a non-equilibrium geometry. The level of theory is ωB97M-V/def2-TZVPD.

Cartesian coordinates (Å):
C1 -2.719 -0.257 0.034
N1 -3.659 -0.943 -0.061
N2 -1.671 0.450 0.207
N3 -0.294 -0.286 -0.079
N4 1.957 -0.268 -0.241
N5 0.776 0.192 -0.157
F1 0.769 1.830 0.524
H1 2.130 -1.011 0.411
H2 2.711 0.292 -0.637

Output
- frontier orbital gap (spin up / spin down) (eV) = 8.7 / 7.2
- 2S+1 = 3
- LUMO (spin up / spin down) (eV) = -0.1093 / -3.0704
- HOMO energy (spin up / spin down) (eV) = -8.77 / -10.31
- largest force on an atom (eV Å⁻¹) = 5.36

---

Entry 12:
This record from OMol25 describes a cluster of 2 separate species, CH2FNO2 in total in a non-equilibrium geometry. The level of theory is ωB97M-V/def2-TZVPD.

Cartesian coordinates (Å):
C1 0.275 -0.407 -0.402
N1 -0.848 0.349 0.004
O1 -0.843 1.443 -0.458
O2 -1.593 -0.194 0.751
F1 0.242 -1.799 -0.262
H1 1.131 -0.146 -1.064
H2 1.636 0.756 1.431

Output
- frontier orbital gap (spin up / spin down) (eV) = 9.7 / 9.5
- LUMO (spin up / spin down) (eV) = -1.9080 / -0.9142
- HOMO energy (spin up / spin down) (eV) = -11.58 / -10.44
- largest force on an atom (eV Å⁻¹) = 4.41

---

Entry 13:
This record from OMol25 describes a structure of composition CH2FNO2 in a non-equilibrium geometry. The level of theory is ωB97M-V/def2-TZVPD.

Cartesian coordinates (Å):
C1 -0.312 -0.328 -0.183
N1 -1.804 -0.058 -0.107
O1 -2.067 0.396 0.996
O2 -2.481 -0.224 -1.046
F1 0.026 -1.731 0.809
H1 0.040 -0.810 -1.140
H2 0.181 0.299 0.498

Output
- frontier orbital gap (eV) = 10.8
- LUMO (eV) = -1.3338
- HOMO energy (eV) = -12.11
- largest force on an atom (eV Å⁻¹) = 5.96

---

Entry 14:
This record from OMol25 describes a cluster of 2 separate species, CH2FNOS in total in a non-equilibrium geometry. The level of theory is ωB97M-V/def2-TZVPD.

Cartesian coordinates (Å):
C1 -0.868 -0.506 0.464
N1 0.081 -1.196 0.003
O1 -0.818 1.970 0.160
F1 -2.138 -0.858 0.337
S1 1.682 -0.655 -0.002
H1 0.034 -2.296 -0.261
H2 0.134 2.218 0.234

Output
- frontier orbital gap (spin up / spin down) (eV) = 8.7 / 6.3
- LUMO (spin up / spin down) (eV) = -0.8224 / -2.8454
- HOMO energy (spin up / spin down) (eV) = -9.56 / -9.15
- largest force on an atom (eV Å⁻¹) = 6.62

---

Entry 15:
This record from OMol25 describes a cluster of 2 separate species, CH2FOPS in total in a non-equilibrium geometry. The level of theory is ωB97M-V/def2-TZVPD.

Cartesian coordinates (Å):
C1 1.440 0.373 -0.041
O1 -1.092 -1.433 -0.312
F1 -2.697 -0.059 1.042
P1 0.818 1.866 -0.086
S1 -1.942 -0.328 -0.478
H1 2.350 0.016 0.502
H2 1.123 -0.436 -0.627

Output
- frontier orbital gap (spin up / spin down) (eV) = 8.4 / 7.0
- LUMO (spin up / spin down) (eV) = -0.9734 / -1.4051
- HOMO energy (spin up / spin down) (eV) = -9.42 / -8.40
- largest force on an atom (eV Å⁻¹) = 4.24

---

Entry 16:
This record from OMol25 describes a cluster of 2 separate species, CH2FOPS in total in a non-equilibrium geometry. The level of theory is ωB97M-V/def2-TZVPD.

Cartesian coordinates (Å):
C1 0.023 0.369 0.051
O1 -2.262 1.738 0.253
F1 -2.742 -1.178 -0.535
P1 -0.888 1.751 -0.333
S1 -3.701 -0.221 0.393
H1 1.017 0.292 -0.352
H2 -0.481 -0.559 0.269

Output
- frontier orbital gap (spin up / spin down) (eV) = 5.8 / 5.7
- LUMO (spin up / spin down) (eV) = -3.2696 / -3.2971
- HOMO energy (spin up / spin down) (eV) = -9.07 / -9.02
- largest force on an atom (eV Å⁻¹) = 4.38

---

Entry 17:
This record from OMol25 describes a cluster of 2 separate species, CH2FP in total in a non-equilibrium geometry. The level of theory is ωB97M-V/def2-TZVPD.

Cartesian coordinates (Å):
C1 1.204 -0.337 -0.012
F1 2.359 -0.999 0.021
P1 1.152 1.364 -0.033
H1 0.316 -1.599 0.186
H2 -0.157 1.406 0.084

Output
- frontier orbital gap (eV) = 9.8
- LUMO (eV) = 0.1334
- HOMO energy (eV) = -9.65
- largest force on an atom (eV Å⁻¹) = 4.82

---

Entry 18:
This record from OMol25 describes a cluster of 2 separate species, CH2IN in total in a non-equilibrium geometry. The level of theory is ωB97M-V/def2-TZVPD.

Cartesian coordinates (Å):
C1 -0.307 0.121 0.017
N1 0.675 -0.575 -0.378
I1 -2.160 -1.142 0.107
H1 -0.380 1.199 0.104
H2 2.172 0.397 0.150

Output
- frontier orbital gap (spin up / spin down) (eV) = 8.9 / 8.1
- LUMO (spin up / spin down) (eV) = -0.8057 / -1.6589
- HOMO energy (spin up / spin down) (eV) = -9.74 / -9.77
- largest force on an atom (eV Å⁻¹) = 3.20

---

Entry 19:
This record from OMol25 describes a cluster of 2 separate species, CH2IN3O2 in total in a non-equilibrium geometry. The level of theory is ωB97M-V/def2-TZVPD.

Cartesian coordinates (Å):
C1 0.989 0.884 -0.813
N1 2.120 -1.438 0.681
N2 0.100 1.118 -0.067
N3 2.349 -0.323 0.176
O1 1.460 0.985 -1.855
O2 0.846 -1.646 1.029
I1 4.301 0.219 -0.090
H1 0.327 -1.032 0.604
H2 0.140 0.809 0.860

Output
- frontier orbital gap (eV) = 9.3
- LUMO (eV) = -0.9964
- SMILES = O/N=N/I.N=C=O
- HOMO energy (eV) = -10.28
- largest force on an atom (eV Å⁻¹) = 4.53

---

Entry 20:
This record from OMol25 describes an isolated molecule of CH2INO2S in a non-equilibrium geometry. The level of theory is ωB97M-V/def2-TZVPD.

Cartesian coordinates (Å):
C1 0.516 0.002 0.340
N1 -0.234 0.337 1.583
O1 -0.309 -0.433 2.490
O2 -1.664 -0.742 -0.883
S1 -0.956 0.484 -0.838
I1 0.452 0.637 -2.942
H1 1.340 0.664 0.015
H2 0.855 -0.949 0.236

Output
- frontier orbital gap (eV) = 8.1
- LUMO (eV) = -1.5552
- HOMO energy (eV) = -9.64
- largest force on an atom (eV Å⁻¹) = 3.54